Entry 1:
A molecular structure, C7H14N2O4P2 in a non-equilibrium geometry, computed with ωB97M-V/def2-TZVPD.

Geometry as XYZ:
```
29
Properties=species:S:1:pos:R:3
H 1.733 3.459 -0.836
H -1.635 -2.357 -0.953
H -0.068 -2.777 -0.125
C -0.688 -1.982 -0.383
H -0.502 0.152 2.541
H -1.731 -1.782 4.098
O 2.718 1.470 0.199
C 0.946 3.059 -0.128
N 1.659 0.132 -2.132
C -0.492 -0.481 -2.407
H 2.505 1.146 -0.659
C 0.565 0.229 -2.962
N -0.005 -1.098 -1.360
H -1.510 -0.404 -2.926
H -2.958 -0.701 0.483
H -2.604 -3.039 1.275
H 0.104 2.519 -0.658
P 0.445 -0.415 1.643
H 2.033 -1.259 -0.538
O -2.106 -1.504 3.209
C 1.350 -0.705 -1.188
H 1.620 2.298 1.750
C 1.559 1.915 0.714
O -2.031 -0.260 0.617
O 0.428 0.980 0.787
C -1.037 -1.166 0.833
H 0.538 1.129 -3.573
P -1.412 -2.459 2.140
H 0.575 3.901 0.539
```

Summary:
* total charge: 0
* strongest force on any atom: 0.091 Eh/bohr
* gap between HOMO and LUMO: 8.92 eV
* HOMO energy: -8.5843 eV
* ΔE to the lowest compared entry with this formula, charge and spin: 9.33 kcal per mole
* calculated total energy: -37231.3545 eV



Entry 2:
5 unconnected molecules or ions with the total composition C13H19BNO17 in a non-equilibrium geometry, computed with ωB97M-V/def2-TZVPD.

Geometry as XYZ:
```
51
Properties=species:S:1:pos:R:3
H -3.522 -0.158 -5.111
H 5.163 -1.530 4.269
H 0.908 2.952 2.759
C -0.391 -0.004 3.122
C 4.498 -1.198 2.217
H 4.883 -0.705 1.323
O 2.338 1.012 3.630
H -5.153 0.253 -5.707
O -1.672 -0.421 -3.139
H 4.470 -2.270 2.052
O -1.411 -1.963 2.478
H 2.305 2.547 0.363
H -0.610 0.123 4.185
H 0.416 3.775 1.262
O -0.802 -1.708 -1.295
C -0.101 -1.452 2.767
H 0.124 -2.288 -3.030
H 6.273 -0.513 3.322
C 2.696 5.328 1.769
H 3.153 2.573 1.925
H -0.761 -0.101 -3.150
C -5.122 -1.336 -4.206
O -3.139 -1.752 -1.813
C -5.340 -2.502 -6.133
O 3.138 4.376 0.924
H -4.361 -1.807 -3.588
O 3.178 -0.709 2.473
C 5.232 -0.778 3.481
H 0.510 -1.547 1.869
H 0.349 -2.020 3.578
N 1.326 -0.361 -0.912
O 3.158 6.422 1.864
O 1.654 4.872 2.499
O -4.418 -1.545 -6.381
C -4.506 -0.552 -5.349
C 0.384 -2.273 -1.958
O 4.492 0.380 3.892
C 1.239 3.608 1.959
O -3.259 -1.016 1.596
O -1.579 0.250 2.368
B -1.834 -1.303 -2.079
O 1.575 0.811 -1.089
C 3.254 0.299 3.363
H 0.398 0.676 2.830
H -5.783 -0.746 -3.577
O -5.635 -3.366 -6.898
O -5.880 -2.339 -4.910
O 1.371 -1.069 -2.006
H -3.514 -1.129 -1.179
C -2.189 -0.930 2.112
C 2.496 3.134 1.257
```

Summary:
* total charge: -1
* strongest force on any atom: 0.023 Eh/bohr
* gap between HOMO and LUMO: 5.35 eV
* HOMO energy: -3.3959 eV
* calculated total energy: -50763.9213 eV



Entry 3:
A single C2H5NO5 molecule in a non-equilibrium geometry, computed with ωB97M-V/def2-TZVPD.

Geometry as XYZ:
```
13
Properties=species:S:1:pos:R:3
H 0.009 -1.825 -0.576
C 0.891 -0.087 -0.406
H -0.423 -0.120 1.688
O 0.935 -1.430 -0.286
O -2.396 0.873 -0.299
H 0.424 1.308 -1.713
O 1.992 0.429 0.218
N -1.737 0.059 0.293
H 2.450 -0.381 0.762
C -0.466 0.457 0.746
H -0.163 1.448 0.822
O 0.557 0.361 -1.677
O -2.074 -1.092 0.428
```

Summary:
* total charge: 0
* strongest force on any atom: 0.086 Eh/bohr
* gap between HOMO and LUMO: 10.39 eV
* structure (SMILES): O=[N+]([O-])CC(O)(O)O
* HOMO energy: -10.2325 eV
* ΔE to the lowest compared entry with this formula, charge and spin: 109.52 kcal per mole
* calculated total energy: -13878.4121 eV



Entry 4:
A gas-phase ion, C5H16N2OP (charge +1) in a non-equilibrium geometry, computed with ωB97M-V/def2-TZVPD.

Geometry as XYZ:
```
25
Properties=species:S:1:pos:R:3
C 3.472 1.306 -0.789
O 1.469 -0.009 0.731
H -0.070 0.134 -1.105
H -1.146 0.698 1.229
H -1.028 -1.303 -0.982
H -3.266 -0.946 0.015
C -1.645 0.195 0.338
C 0.683 -1.156 0.281
H 1.935 -1.703 -1.306
H 4.511 1.356 -1.128
H -3.460 -0.348 1.657
C -2.628 -0.775 0.953
N -0.576 -0.565 -0.486
H -2.349 0.932 -1.680
H 3.628 0.310 1.586
H 1.523 -2.939 -0.273
H -3.206 1.763 -0.199
H -1.474 2.082 -0.804
H 2.962 1.215 -1.735
H 2.912 2.259 -0.324
H 0.369 -1.787 1.166
H -2.081 -1.624 1.298
N 1.262 -2.045 -0.685
C -2.195 1.258 -0.606
P 3.174 -0.167 0.233
```

Summary:
* total charge: +1
* strongest force on any atom: 0.079 Eh/bohr
* gap between HOMO and LUMO: 9.95 eV
* structure (SMILES): CPO[C@H](N)[NH2+]C(C)C
* HOMO energy: -12.7219 eV
* ΔE to the lowest compared entry with this formula, charge and spin: 12.26 kcal per mole
* calculated total energy: -19753.1324 eV



Entry 5:
A molecular structure, C3H4I2 in a non-equilibrium geometry, computed with ωB97M-V/def2-TZVPD.

Geometry as XYZ:
```
9
Properties=species:S:1:pos:R:3
H -0.080 -0.402 -1.525
C 0.918 -0.194 0.343
I 2.241 -1.959 -0.086
I 2.002 1.600 0.270
H 0.694 -0.514 1.618
C -1.437 0.434 -0.096
H -2.279 0.421 -0.882
H -1.775 0.754 0.813
C -0.285 -0.141 -0.456
```

Summary:
* total charge: 0
* strongest force on any atom: 0.114 Eh/bohr
* gap between HOMO and LUMO: 8.97 eV
* HOMO energy: -9.2796 eV
* ΔE to the lowest compared entry with this formula, charge and spin: 21.60 kcal per mole
* calculated total energy: -19375.0338 eV



Entry 6:
A molecular structure, C52H50Cl2NO2SbSiSn in a non-equilibrium geometry, computed with ωB97M-V/def2-TZVPD.

Geometry as XYZ:
```
110
Properties=species:S:1:pos:R:3
H -1.060 -2.527 2.602
H 5.563 4.253 -0.061
C -0.208 -3.425 0.086
C -5.566 -3.356 0.700
H 0.668 -1.128 -2.759
H -6.115 -2.089 -3.548
H -3.155 -5.289 0.801
C -1.407 -3.548 2.332
C 4.765 0.715 -3.306
C 1.724 -2.205 6.143
C -5.862 3.338 -1.145
H 2.478 -2.360 -3.840
C 2.710 -0.477 -2.793
C -6.812 -3.051 2.723
H 0.862 0.347 -1.960
C -3.894 4.925 -1.300
C -2.858 -3.793 -2.368
H 2.096 3.730 -3.588
H -3.714 -1.761 3.028
C 2.512 -1.556 5.189
H 2.647 0.155 3.828
C -3.406 -2.800 -1.567
H 6.276 -0.203 2.424
C -4.858 -3.879 -3.685
H 1.428 -1.194 -1.116
H -5.872 0.423 0.626
C 5.328 0.864 0.895
H -1.158 -0.516 5.640
H 6.689 3.503 -1.242
H -7.438 -4.186 1.029
H 4.850 -2.308 -4.764
C -4.514 3.649 -0.974
H -5.018 -1.267 -1.518
C -2.560 5.204 -0.998
C 5.337 1.597 3.209
H -0.122 -2.354 -0.200
C -5.457 1.336 0.131
H -1.848 -5.512 -0.367
H 5.648 1.337 4.221
C 1.373 -0.639 -2.094
C -2.255 2.974 -0.104
C -6.723 -3.547 1.471
C -5.714 -2.437 3.314
H -3.215 -5.346 -3.805
C 4.419 6.096 -4.070
H -6.545 4.032 -1.536
H -5.773 -2.118 4.342
Cl -4.801 6.143 -2.042
H 2.217 -2.960 6.668
H 6.272 -0.416 -4.324
C -3.661 2.763 -0.260
C -4.447 -2.778 1.230
C -2.095 -5.153 0.633
C 4.533 2.648 2.888
H 4.892 -0.779 -0.548
C -6.352 2.197 -0.524
H -2.342 -3.763 2.888
C 3.216 5.445 -4.142
O -1.510 2.068 0.542
H -1.517 -5.838 1.293
H 5.458 1.490 -3.096
C 0.658 -0.196 4.590
H 3.547 -1.900 4.990
H 6.255 6.251 -2.967
H 0.285 0.708 4.098
H 6.245 0.327 -1.024
H 6.408 -0.813 0.372
H -5.481 -4.358 -4.437
C 3.545 0.643 -2.633
N -4.147 1.646 0.365
C 4.421 -1.517 -4.159
C -3.627 -4.435 -3.340
H -2.119 6.162 -1.301
C -4.560 -2.278 2.572
C 2.033 -0.466 4.500
Sb 3.070 2.263 -1.108
C 3.147 -1.536 -3.677
H 4.198 3.413 3.620
Cl -0.097 4.675 -0.282
C 3.866 3.951 -2.328
H -5.640 -3.761 -0.322
H -7.456 1.968 -0.414
C 6.023 4.378 -1.042
H -1.835 -4.164 -2.288
C 5.309 5.731 -3.014
H 6.684 5.264 -0.954
Sn -2.642 0.637 1.735
H 2.400 5.816 -4.796
C 0.415 -1.860 6.401
H 3.640 3.841 1.369
C 4.453 1.945 0.563
H 0.570 -3.722 0.802
C 4.195 2.895 1.558
C -1.733 4.242 -0.446
H 4.596 6.879 -4.827
Si -2.865 -2.411 0.192
H -7.713 -3.036 3.299
C 5.030 4.703 -2.132
H -0.141 -2.420 7.147
C 5.692 0.672 2.215
C -5.289 -2.674 -3.148
O -2.276 -0.919 0.438
C -4.582 -2.150 -2.026
C -0.092 -0.829 5.572
H -0.067 -3.983 -0.901
H -0.729 -4.347 2.664
C 5.207 -0.392 -4.010
C 5.707 -0.136 -0.130
C 2.967 4.282 -3.391
C -1.587 -3.663 0.802
```

Summary:
* total charge: +2
* strongest force on any atom: 0.079 Eh/bohr
* gap between HOMO and LUMO (spin up / spin down): 3.96 / 4.11 eV
* HOMO energy (spin up / spin down): -12.5705 / -12.5713 eV
* ΔE to the lowest compared entry with this formula, charge and spin: 72.49 kcal per mole
* calculated total energy: -105595.6477 eV



Among the records above, which one has the highest strongest force on any atom?
C3H4I2



Look up the strongest force on any atom of the second one.
0.023 Eh/bohr